{"formula": "C5H10FP", "method": "ωB97M-V/def2-TZVPD", "spin_multiplicity": 1, "e_above_lowest_kj_mol": 333.84, "smiles": "C=C[PH2]=C(F)CC", "fmax_ev_per_a": 4.80, "elements": ["P", "F", "C", "C", "C", "C", "C", "H", "H", "H", "H", "H", "H", "H", "H", "H", "H"], "coordinates": [[-0.66436, 0.02669, -0.12302], [0.52649, -2.32470, 0.43337], [2.25518, 0.83047, -0.09005], [-2.37130, -0.24551, -0.52002], [0.75887, -1.12261, -0.34822], [2.02382, -0.59058, 0.25581], [-3.44840, 0.27068, 0.19155], [3.09078, 1.20928, 0.47194], [2.75926, -1.27039, -0.02608], [-0.53132, 0.99434, 0.96255], [-4.42319, 0.04787, -0.05098], [-0.37127, 0.93394, -1.07470], [2.70159, 0.70133, -1.09242], [1.97870, -0.79749, 1.29516], [-3.29286, 0.76943, 1.16234], [1.43079, 1.55654, -0.10709], [-2.42280, -0.98928, -1.34012]], "forces_ev_per_a": [[2.278, 0.351, 1.228], [-0.346, 0.263, -0.518], [1.923, 0.222, -1.631], [-2.330, -0.274, 1.522], [-1.855, -1.194, 0.137], [-2.602, 0.317, 0.762], [4.665, -1.092, -0.205], [0.132, 0.502, 0.531], [1.745, -0.747, -1.126], [-0.932, -0.400, -0.038], [-1.995, -0.431, -0.789], [0.320, 0.826, -1.023], [-0.545, 0.966, -0.115], [-0.278, 0.291, 1.592], [0.073, 0.089, -0.810], [0.324, -0.490, 0.175], [-0.576, 0.803, 0.308]]}

=====

{"formula": "C28H82N14O10", "method": "ωB97M-V/def2-TZVPD", "spin_multiplicity": 1, "e_above_lowest_kj_mol": 486.59, "smiles": "COC[C@H](C)N.COC[C@H](C)N.COC[C@H](C)N.COC[C@H](C)N.COC[C@H](C)N.COC[C@H](C)N.NC(N)=O.NC(N)=O.NC(N)=O.NC(N)=O", "fmax_ev_per_a": 6.47, "elements": ["O", "O", "O", "O", "O", "O", "O", "O", "O", "O", "N", "N", "N", "N", "N", "N", "N", "N", "N", "N", "N", "N", "N", "N", "C", "C", "C", "C", "C", "C", "C", "C", "C", "C", "C", "C", "C", "C", "C", "C", "C", "C", "C", "C", "C", "C", "C", "C", "C", "C", "C", "C", "H", "H", "H", "H", "H", "H", "H", "H", "H", "H", "H", "H", "H", "H", "H", "H", "H", "H", "H", "H", "H", "H", "H", "H", "H", "H", "H", "H", "H", "H", "H", "H", "H", "H", "H", "H", "H", "H", "H", "H", "H", "H", "H", "H", "H", "H", "H", "H", "H", "H", "H", "H", "H", "H", "H", "H", "H", "H", "H", "H", "H", "H", "H", "H", "H", "H", "H", "H", "H", "H", "H", "H", "H", "H", "H", "H", "H", "H", "H", "H", "H", "H"], "coordinates": [[-1.22307, 0.20746, -0.75683], [1.97805, -2.11119, -5.20589], [1.67909, 3.53712, -2.58426], [2.73546, -2.51651, 0.45241], [0.24829, 3.50482, 4.38175], [2.79821, -0.02480, 4.37029], [-1.50338, -3.32850, 2.48208], [-3.92022, 2.45132, -0.59663], [-3.78556, -4.16133, -4.28632], [2.71255, 4.47314, 2.44548], [-0.44331, -1.18223, -5.99300], [-4.06511, 0.42056, -1.53067], [2.89230, 4.19119, 0.26012], [-0.77381, 3.68640, -0.82246], [0.11086, -1.56520, -0.59699], [4.47172, -0.27888, 6.99851], [-2.77103, 1.10964, 3.91429], [-5.88855, 1.63544, -1.33980], [-2.16214, -1.29003, 1.98756], [2.59507, -5.59584, -1.59572], [-2.32295, -4.74266, -1.90526], [0.64349, 0.24943, 0.34169], [-1.77368, -1.73068, 3.99981], [1.23755, 3.32214, 1.33139], [-1.37326, 5.88542, -1.77338], [-1.10477, 2.92542, 4.60990], [5.91857, 0.16875, 4.95318], [-0.59249, 4.52129, -1.89988], [-0.95791, -0.02889, -3.89286], [1.07637, -1.57211, -4.19481], [-3.80783, -3.70346, -5.69236], [0.12963, -0.55915, -4.85129], [0.20944, 4.89225, 4.62973], [0.89188, 4.75048, -2.39172], [-3.36644, -3.29278, -3.39647], [-3.45702, -3.78923, -1.93037], [2.00570, -3.51626, -5.24371], [-2.18038, 2.89135, 2.28798], [3.23978, -3.80925, -0.02480], [-1.69662, -2.17689, 2.77519], [3.58907, -1.86570, 1.44104], [0.74100, -4.85688, -0.30434], [-1.72504, 2.06089, 3.46945], [2.10927, -4.43672, -0.89360], [1.35215, 2.82140, -3.74276], [2.32820, 4.00209, 1.41600], [3.38610, 0.96248, 5.15173], [-3.16791, -2.74886, -0.82074], [1.53165, 0.27089, 3.96945], [-4.56456, 1.54578, -1.10831], [-0.23480, -0.36561, -0.37602], [4.75195, 0.64133, 5.90082], [1.10567, -1.71519, -0.68616], [-2.13695, -1.43734, 0.98868], [-6.46587, 2.34992, -0.91989], [3.50950, 1.85815, 4.54293], [0.40520, -1.24330, -6.53743], [-0.44193, -2.22378, -1.12690], [-1.47088, -0.88806, -3.46068], [3.65108, -2.57496, 2.26638], [-1.31424, 3.52206, 2.08773], [3.50659, -4.46692, 0.80248], [5.19747, -0.94193, 7.23034], [1.81857, 1.83624, -3.73979], [3.58276, 4.92795, 0.23675], [-2.56098, -1.90612, -1.15168], [-2.23727, -5.26680, -1.04617], [-4.39582, -2.79632, -5.83189], [0.60193, -2.44745, -3.75122], [-1.77183, 3.62073, -0.68195], [-4.13950, -2.35797, -0.51855], [-0.02193, -4.08339, -0.39230], [-4.32525, -4.40228, -1.68863], [3.47268, -5.45382, -2.07501], [-2.43564, -5.41467, -2.65079], [1.79481, -3.72477, -1.65672], [2.93359, -3.85961, -5.70112], [-1.09101, -0.59854, -6.50279], [4.13399, -3.63266, -0.62257], [0.75368, 0.20224, -5.31924], [0.88533, -4.85494, 0.77606], [-2.45128, 2.29540, 1.41647], [-0.47422, 0.54409, -3.10174], [-4.42484, -4.40166, -6.25798], [3.16809, -0.92682, 1.80072], [-1.62958, 0.71043, -4.32917], [-2.45047, 5.77081, -1.89416], [0.02338, 5.25899, 5.63918], [1.26632, 5.10042, 4.46317], [5.06073, 1.59657, 6.32539], [5.66839, -0.86436, 4.71191], [6.86206, 0.24797, 5.49324], [-2.86982, -3.63708, -6.24356], [-4.00713, -2.41193, -3.43800], [-1.23450, 6.56291, -2.61591], [-1.02702, 3.94661, -2.71783], [0.79915, 3.26916, 2.23974], [2.25168, 3.95587, -0.48442], [-1.82333, 3.61996, 5.04508], [-2.09016, -0.83309, 4.33786], [-1.27120, 6.49958, -0.87868], [-3.04842, 3.47278, 2.59871], [0.84898, 5.36087, -3.29377], [5.93849, 0.83662, 4.09199], [1.66298, -1.05322, -3.43669], [-4.64148, -0.36055, -1.80952], [1.17072, -0.35106, 0.95939], [0.27916, 2.78914, -3.93191], [3.78499, -0.85718, 6.53583], [-2.64897, -3.24738, -0.00203], [-0.89106, 2.27177, 5.45558], [0.80587, -0.05719, 4.71357], [-0.27230, 5.45405, 3.82947], [-3.67207, 1.50264, 3.68241], [1.23493, -0.47000, 3.22708], [-0.50430, 2.78354, -1.18620], [2.68506, 1.14653, 5.96584], [-2.56868, -0.48037, 2.43399], [-3.09519, 0.43018, -1.24915], [1.75181, 3.26637, -4.65400], [0.64795, 3.53094, 0.53839], [-0.89681, 1.41949, 3.16817], [2.69282, -6.44966, -1.06511], [0.29949, 1.09021, 0.78311], [-2.35423, -2.90259, -3.50265], [1.93898, -4.04393, -4.29228], [1.46951, 1.29113, 3.59081], [1.33814, 5.32045, -1.57680], [0.32512, -5.76860, -0.73322], [-6.41822, 0.89465, -1.77660], [4.61510, -1.80831, 1.07762], [-1.39353, -2.35091, 4.70047], [-2.77913, 1.06287, 4.92317], [1.30282, -3.93238, -5.96547]], "forces_ev_per_a": [[-3.141, 1.022, -1.050], [-0.295, 0.500, 0.877], [-0.765, 1.172, 0.737], [0.762, -0.063, 0.146], [-3.429, -0.682, 0.002], [2.419, -1.736, -0.080], [1.701, -2.186, -0.634], [0.356, 0.337, 0.310], [-0.577, -2.587, -4.338], [1.814, 0.998, 2.966], [-0.312, -1.431, -1.125], [1.790, -1.383, -0.408], [1.667, 0.560, -2.839], [0.514, -1.318, 2.435], [1.200, -5.945, -2.238], [-0.982, -0.321, -0.550], [0.004, 0.905, 0.205], [-2.567, 0.618, -0.075], [-1.258, 3.661, -4.385], [0.702, -0.641, -1.008], [0.590, -0.079, 0.006], [2.994, 2.645, 3.235], [1.351, -0.285, 5.633], [-3.938, -2.941, 0.677], [-0.226, -0.205, -0.784], [0.823, -1.020, 0.834], [-1.564, 0.521, 0.982], [0.109, 2.464, -3.785], [1.542, 0.170, 0.044], [0.499, -0.167, -0.721], [-1.080, -0.722, 0.592], [-0.577, 0.512, 0.802], [2.676, 0.570, -1.059], [-0.893, -0.572, 1.135], [-0.391, 3.716, 3.444], [2.192, -1.370, -0.216], [0.562, -0.755, -1.066], [0.354, -0.277, 0.637], [-1.898, 1.279, 0.316], [-1.302, -1.965, 0.549], [-0.264, -2.011, -0.406], [0.566, 1.264, 1.614], [1.030, -0.168, 0.147], [-0.461, -0.341, -0.694], [-0.015, 0.081, -0.972], [0.954, 1.457, 1.045], [0.924, 0.679, 1.397], [-0.890, -0.401, -1.139], [-1.269, -0.898, -0.561], [-1.576, 1.754, 0.299], [-1.544, 1.994, -0.284], [0.423, 0.176, -1.366], [0.078, -0.475, 0.573], [-0.326, 0.289, 0.341], [0.551, 0.018, -0.064], [0.091, 0.302, 0.070], [-0.372, -0.779, -1.068], [-0.188, 0.418, -0.095], [-0.270, 0.266, -0.004], [-0.089, 0.208, 0.491], [-0.417, 0.364, -0.502], [-0.096, -0.041, 0.288], [0.597, 0.310, -0.122], [-0.327, -0.086, 0.549], [-0.243, -0.176, -0.526], [0.044, -0.035, -0.255], [-0.190, 0.040, 0.231], [0.346, 0.544, 0.603], [-0.621, 0.301, 0.179], [-0.326, -0.325, 0.455], [0.141, 0.178, 0.500], [0.160, -0.061, -0.325], [-0.743, 0.673, -0.304], [0.100, 0.166, -0.042], [0.029, -0.140, -0.137], [0.674, 0.418, -0.265], [0.512, 0.439, 0.225], [-0.020, 0.287, 0.144], [0.044, -0.062, -0.235], [0.402, 0.893, 1.081], [-0.337, -0.836, 0.274], [0.103, 0.027, -0.034], [-0.019, -0.295, 0.325], [0.164, -0.553, 0.383], [0.078, -0.078, -0.390], [-0.211, -0.406, -0.430], [-0.177, -0.772, 0.394], [-0.741, -0.533, 0.110], [0.150, 0.605, 0.060], [-0.152, 0.227, -0.044], [0.416, 0.011, -0.457], [0.014, -0.205, -0.075], [0.430, 0.125, 0.787], [-0.307, 0.780, -0.078], [0.817, -0.060, -0.170], [-0.490, 0.707, -0.967], [-0.397, 0.012, -0.027], [1.129, 0.214, -0.731], [0.068, 0.656, -0.505], [0.136, -0.066, -0.797], [0.586, -0.446, 0.262], [0.016, 0.325, -0.169], [0.153, -0.071, -0.125], [0.144, -0.300, -0.202], [0.183, -0.034, 0.153], [0.659, 0.102, 0.203], [0.211, 0.292, -0.017], [-0.155, -0.460, 0.293], [-0.520, -0.664, 0.560], [-0.261, 0.021, 0.166], [-0.226, -0.553, 0.061], [-0.342, 1.043, 0.772], [-0.675, -0.023, 0.237], [-0.290, 0.039, -0.118], [0.346, 0.185, -0.786], [-0.032, -0.720, 0.551], [-0.099, 0.582, 0.256], [0.106, 0.380, -0.708], [0.623, -1.378, -0.426], [0.295, 0.580, -0.068], [-0.708, -0.262, -0.064], [0.262, -0.022, -0.330], [-0.228, 0.153, 0.392], [0.384, 0.174, -0.124], [0.434, -0.269, -0.295], [-0.263, 0.317, 0.257], [-0.501, 0.090, 0.146], [0.590, 0.020, -0.247], [0.433, 0.005, 0.173], [0.348, 0.095, 0.140], [0.002, 0.610, -0.273], [-0.252, 0.059, -0.042], [0.061, -0.087, 0.376], [-0.800, 0.141, 0.296]]}

=====

{"formula": "C4H6N2O", "method": "ωB97M-V/def2-TZVPD", "spin_multiplicity": 1, "e_above_lowest_kj_mol": 93.60, "smiles": "Nc1[nH]ccc1O", "fmax_ev_per_a": 0.31, "elements": ["O", "N", "N", "C", "C", "C", "C", "H", "H", "H", "H", "H", "H"], "coordinates": [[-2.13449, -0.07578, 0.38080], [0.20035, -2.05407, 0.26677], [1.31629, -0.00096, -0.38228], [1.01989, 1.32006, -0.61411], [-0.31671, 1.50966, -0.36842], [-0.83580, 0.24881, 0.04628], [0.18706, -0.66573, 0.02218], [2.19010, -0.45890, -0.58073], [-0.75427, -2.39700, 0.23176], [-0.86131, 2.44035, -0.46109], [-2.35718, 0.38127, 1.19952], [0.56637, -2.26570, 1.19060], [1.77971, 2.01799, -0.93129]], "forces_ev_per_a": [[-0.049, 0.084, 0.100], [-0.102, 0.068, 0.126], [-0.075, -0.043, -0.048], [-0.040, 0.045, -0.002], [0.057, -0.022, 0.030], [0.303, -0.049, -0.044], [-0.038, 0.178, -0.018], [-0.105, 0.078, 0.019], [0.134, -0.027, -0.023], [0.087, -0.158, 0.013], [-0.055, -0.047, -0.088], [-0.031, -0.008, -0.094], [-0.086, -0.098, 0.031]]}

=====

Number 1: total energy -637.54310 a.u., Kohn-Sham gap 0.2574 hartree, LUMO 0.05 eV. Number 2: total energy -2634.89068 a.u., Kohn-Sham gap 0.3491 hartree, LUMO 0.52 eV. Number 3: total energy -340.75926 a.u., Kohn-Sham gap 0.3125 hartree, LUMO 0.86 eV.